Entry 1:
C16H16N3O4Rh | ωB97M-V/def2-TZVPD

Properties
E_tot = -1194.91264 Ha
energy relative to the best compared isomer or geometry (same formula, charge and spin) = 152.9 kcal/mol
E_HOMO (alpha / beta) = 0.5 / 0.5 eV
total charge = -2
LUMO (alpha / beta) = 0.1809 / 0.1809 Eh

Each line ends with the Mulliken charge.
Positions of all 40 atoms, in Å:
Rh (-1.28526, 1.33937, -0.49315)  0.05
N (0.37719, 1.95895, -1.56122)  -0.49
C (0.03156, 3.35638, -1.88752)  -0.43
C (-1.50328, 3.52502, -1.97166)  0.68
O (-2.00135, 3.94695, -3.03564)  -0.76
N (-2.12673, 3.24476, -0.82306)  -0.47
C (-3.54554, 2.90415, -0.92998)  -0.27
C (-3.99130, 1.77951, 0.02571)  0.61
O (-5.18967, 1.75037, 0.35105)  -0.81
O (-3.10932, 0.92490, 0.38877)  -0.65
H (1.19963, 1.84421, -0.97830)  0.21
H (0.46379, 1.37288, -2.38189)  0.19
H (0.45928, 3.67873, -2.84279)  0.35
H (0.40936, 4.00050, -1.09230)  0.15
H (-3.79098, 2.56405, -1.94482)  0.16
H (-4.19259, 3.76685, -0.73014)  0.18
N (-0.05361, -2.27071, -1.66079)  -0.43
C (0.39901, -2.89051, -0.45623)  0.53
C (0.39268, -4.30225, -0.45485)  -0.45
C (0.86281, -5.08131, 0.58122)  -0.47
C (1.39297, -4.42490, 1.68012)  -0.80
C (1.41188, -3.04296, 1.67309)  -0.53
C (0.93576, -2.20998, 0.63390)  0.12
C (1.09151, -0.70241, 1.02807)  1.15
C (2.46453, -0.60980, 1.34001)  -0.51
C (2.94393, 0.52865, 1.99647)  -0.84
C (2.04087, 1.50076, 2.32695)  -0.66
C (0.69850, 1.41126, 1.92105)  -0.43
C (0.12232, 0.36942, 1.19043)  -0.05
H (-0.90474, -2.72413, -1.97038)  0.28
H (0.61524, -2.46016, -2.39919)  0.23
H (-0.01790, -4.80602, -1.32505)  0.28
H (0.81471, -6.16364, 0.52300)  0.34
H (1.77024, -4.97077, 2.53778)  0.35
H (1.77571, -2.54802, 2.55962)  0.38
H (3.15920, -1.38808, 1.06431)  0.39
H (3.99523, 0.62740, 2.25649)  0.34
H (2.35997, 2.38773, 2.86544)  0.33
H (0.06137, 2.25547, 2.17106)  0.39
O (-0.53698, -0.44259, -0.17559)  -0.63

Entry 2:
C16H16N4O4 | ωB97M-V/def2-TZVPD

Properties
SMILES = O=C=NC(N=C=O)[C@H]1[C@H]2[C@@H]3CC[C@@H](C3)[C@H]2C[C@@H]1C(N=C=O)N=C=O
E_tot = -1139.26156 Ha
energy relative to the best compared isomer or geometry (same formula, charge and spin) = 59.7 kcal/mol
E_HOMO = -10.8 eV
LUMO = 0.0151 Eh

Each line ends with the Mulliken charge.
Positions of all 40 atoms, in Å:
O (1.74182, 2.09117, 3.70556)  -0.54
C (1.80137, 1.57024, 2.59543)  0.73
N (1.81225, 1.00937, 1.53633)  -0.39
C (1.52725, -0.38990, 1.50232)  -0.63
N (2.82883, -1.06389, 1.40878)  -0.60
C (2.76547, -2.25639, 1.58021)  0.75
O (2.56984, -3.45217, 1.68118)  -0.51
C (0.61765, -0.74923, 0.27750)  0.15
C (-0.89780, -0.70024, 0.53723)  -0.86
C (-1.40607, 0.34258, 1.55578)  0.16
C (-2.89244, 0.10994, 1.85622)  -0.97
C (-3.55503, 0.57283, 0.56116)  -0.92
C (-2.38870, 0.99419, -0.34187)  -0.02
C (-1.49690, 1.63080, 0.72652)  -1.14
C (-1.53662, -0.23917, -0.78179)  -0.30
C (-0.46512, 0.03246, -1.83784)  -1.00
C (0.84529, 0.09901, -1.02628)  -0.17
C (2.19727, -0.19975, -1.68467)  -0.12
N (2.26547, 0.58465, -2.91217)  -0.59
C (3.32050, 1.12186, -3.08359)  0.68
O (4.42423, 1.63608, -3.27197)  -0.53
N (2.43665, -1.61279, -1.96929)  -0.49
C (1.85499, -2.17840, -2.85797)  0.84
O (1.23125, -2.75282, -3.75844)  -0.55
H (1.09520, -0.74101, 2.46154)  0.60
H (0.82230, -1.80167, -0.01445)  0.74
H (-1.23276, -1.72463, 0.82477)  0.60
H (-0.84623, 0.45572, 2.49022)  0.54
H (-3.14260, -0.96432, 2.07326)  0.31
H (-3.21109, 0.73628, 2.69507)  0.37
H (-4.24210, -0.20014, 0.13807)  0.37
H (-4.19552, 1.43586, 0.79221)  0.37
H (-2.66063, 1.64286, -1.16707)  0.46
H (-1.98375, 2.47799, 1.20401)  0.44
H (-0.56426, 2.00415, 0.36144)  0.18
H (-2.25080, -0.96441, -1.17082)  0.63
H (-0.43390, -0.76190, -2.57978)  0.23
H (-0.70589, 0.97185, -2.40507)  0.22
H (0.97396, 1.14811, -0.76130)  0.29
H (2.97660, 0.08480, -0.94045)  0.66

Entry 3:
C16H16N5O2S2Zn | ωB97M-V/def2-TZVPD

Properties
E_tot = -3619.13755 Ha
E_HOMO = -10.7 eV
total charge = +1
LUMO = -0.1104 Eh

Each line ends with the Mulliken charge.
Positions of all 42 atoms, in Å:
Zn (0.22191, 0.62169, 0.27284)  0.42
O (1.58483, 0.29582, -1.80534)  -0.82
S (2.71469, 0.05855, -0.90994)  1.55
O (3.69618, 1.09005, -0.75148)  -0.71
N (1.93449, -0.28614, 0.44524)  -0.08
C (2.46978, -0.34128, 1.72636)  0.59
C (3.74426, -0.69292, 2.08522)  -0.33
C (4.11569, -0.75050, 3.44567)  -0.92
C (3.23152, -0.47205, 4.44580)  -0.91
C (1.90782, -0.09445, 4.11886)  1.04
C (0.92255, 0.22810, 5.07447)  -0.50
C (-0.32806, 0.61309, 4.67496)  -0.84
C (-0.60795, 0.69021, 3.30490)  0.12
N (0.28028, 0.38248, 2.38244)  -0.47
C (1.53257, -0.01675, 2.76176)  0.00
C (3.54446, -1.40031, -1.42728)  0.07
C (4.91184, -1.34425, -1.64983)  -0.14
C (5.56930, -2.49918, -2.05129)  -0.67
C (4.86059, -3.67906, -2.21949)  -0.38
C (3.48902, -3.71994, -1.99163)  -0.68
C (2.82120, -2.57539, -1.59340)  -0.35
H (4.47317, -0.92960, 1.32098)  0.40
H (5.13141, -1.03035, 3.69309)  0.40
H (3.52620, -0.52698, 5.48564)  0.40
H (1.17174, 0.17235, 6.12775)  0.44
H (-1.09648, 0.87203, 5.38935)  0.39
H (-1.57942, 1.02496, 2.95873)  0.40
H (5.43744, -0.40922, -1.51285)  0.50
H (6.63501, -2.47301, -2.23438)  0.40
H (5.37823, -4.57682, -2.53119)  0.39
H (2.94309, -4.64407, -2.12585)  0.40
H (1.75481, -2.58779, -1.41116)  0.31
N (-1.56075, -0.05152, -0.68942)  -0.51
N (-2.51200, 0.98532, -0.70919)  -0.32
C (-2.13242, 2.28509, -0.56104)  0.75
N (-3.08791, 3.18131, -0.80231)  -0.42
S (-0.58741, 2.78086, -0.12452)  -0.32
H (-1.31586, -0.34080, -1.63538)  0.34
H (-1.95381, -0.84293, -0.18912)  0.34
H (-3.35661, 0.80415, -1.23376)  0.26
H (-4.02803, 2.93067, -1.06158)  0.20
H (-2.87087, 4.15837, -0.69720)  0.23

Entry 4:
C16H17BCl4N2O | ωB97M-V/def2-TZVPD

Properties
E_tot = -2670.38285 Ha
E_HOMO = -8.1 eV
LUMO = -0.0831 Eh

Each line ends with the Mulliken charge.
Positions of all 41 atoms, in Å:
Cl (3.50240, 1.72862, 1.16728)  -0.32
B (2.51610, 0.15699, 1.15405)  0.60
Cl (2.92768, -0.82729, -0.35596)  -0.30
Cl (2.89383, -0.82667, 2.67292)  -0.26
O (1.09883, 0.48246, 1.13670)  -0.39
C (0.26984, -0.57001, 1.16004)  -0.13
C (-1.11631, -0.40494, 1.14457)  0.32
C (-2.03900, -1.48288, 1.13949)  -0.42
C (-3.38751, -1.22635, 1.11712)  -0.68
C (-3.85894, 0.08299, 1.10195)  0.47
Cl (-5.56089, 0.39418, 1.07580)  -0.17
C (-2.96734, 1.15120, 1.10755)  -0.73
C (-1.61996, 0.91386, 1.12763)  -0.30
H (0.71769, -1.54912, 1.18816)  0.46
H (-1.67803, -2.49700, 1.14961)  0.44
H (-4.10565, -2.02893, 1.10989)  0.42
H (-3.35261, 2.15566, 1.09639)  0.42
H (-0.91501, 1.72857, 1.13362)  0.53
C (1.25607, -2.31994, 11.35500)  -0.63
C (0.82370, -0.85463, 11.54602)  -0.64
C (0.95029, -0.20952, 10.15415)  -0.65
N (0.93955, -1.31914, 9.16322)  0.13
C (0.84130, -1.15641, 7.76171)  1.01
C (1.00959, 0.07930, 7.14911)  -0.56
C (0.89888, 0.17701, 5.78299)  -0.54
N (0.62810, -0.83143, 4.96993)  -0.32
C (0.47672, -2.00539, 5.56123)  -0.63
C (0.57105, -2.22352, 6.91421)  -0.46
C (1.00059, -2.62722, 9.86876)  -0.67
H (2.32431, -2.42868, 11.58211)  0.30
H (0.71740, -3.00322, 12.02321)  0.32
H (-0.21920, -0.81260, 11.88547)  0.30
H (1.42620, -0.33875, 12.30386)  0.32
H (0.13556, 0.49002, 9.94786)  0.34
H (1.89288, 0.33247, 10.04204)  0.32
H (1.24102, 0.94411, 7.74694)  0.36
H (1.04224, 1.13612, 5.31186)  0.36
H (0.26641, -2.83770, 4.90946)  0.35
H (0.42627, -3.20806, 7.32444)  0.35
H (1.78501, -3.25398, 9.43561)  0.33
H (0.04498, -3.13602, 9.71871)  0.33

Entry 5:
C16H17BrCl3FN2O2ReSiTe | ωB97M-V/def2-TZVPD

Properties
E_tot = -5570.21277 Ha
energy relative to the best compared isomer or geometry (same formula, charge and spin) = 11.8 kcal/mol
E_HOMO (alpha / beta) = -7.5 / -8.0 eV
LUMO (alpha / beta) = -0.0825 / -0.0590 Eh
2S+1 = 2

Each line ends with the Mulliken charge.
Positions of all 45 atoms, in Å:
Re (1.31282, -1.12245, 0.34770)  0.69
C (-1.38700, -1.16690, -3.51232)  -1.10
Si (-0.12997, -0.12767, -2.59439)  0.00
C (-0.40582, 1.71024, -2.89625)  -1.12
C (1.54843, -0.50044, -3.31861)  -1.09
N (-0.21145, -0.52157, -0.87797)  0.71
C (-1.46910, -0.60143, -0.27772)  0.18
C (-2.61292, 0.11841, -0.65659)  -0.06
C (-3.81753, -0.02201, 0.01742)  -1.00
C (-3.94094, -0.87430, 1.10529)  -0.48
C (-2.83051, -1.59510, 1.52569)  -0.74
C (-1.66473, -1.42668, 0.82866)  0.76
F (-0.54054, -2.12459, 1.26459)  -0.40
H (-1.28467, -1.01543, -4.58962)  0.39
H (-2.42030, -0.95704, -3.24119)  0.39
H (-1.19438, -2.22249, -3.30545)  0.30
H (-0.25717, 1.91876, -3.95955)  0.44
H (0.33874, 2.30187, -2.35446)  0.33
H (-1.39270, 2.08530, -2.62392)  0.38
H (1.44884, -0.41814, -4.40518)  0.37
H (1.90060, -1.50500, -3.08443)  0.27
H (2.31582, 0.21734, -3.02316)  0.23
H (-2.55122, 0.80133, -1.49144)  0.20
H (-4.67324, 0.55198, -0.31393)  0.42
H (-4.88228, -0.97561, 1.62640)  0.39
H (-2.85838, -2.27070, 2.36984)  0.50
Cl (6.12826, -1.05550, 0.62015)  -0.14
C (4.55550, -0.51477, 1.20773)  0.48
Cl (4.76005, 0.85694, 2.33502)  -0.16
Cl (1.59629, -3.14551, -0.66612)  -0.37
C (3.84242, -1.64047, 2.01018)  0.15
O (4.48169, -2.38013, 2.71005)  -0.59
O (2.55060, -1.64729, 1.88817)  -0.58
Te (3.36181, 0.11508, -0.48462)  0.11
Br (0.60376, -1.11095, 3.98572)  -0.01
C (0.32441, 0.46858, 3.01580)  0.18
C (-0.14103, 1.56588, 3.73184)  -0.67
C (-0.37098, 2.75106, 3.06893)  -0.33
C (-0.12893, 2.80978, 1.70260)  -0.85
C (0.33689, 1.68464, 1.06999)  0.03
N (0.57435, 0.51594, 1.70596)  0.13
H (-0.31382, 1.46217, 4.79176)  0.45
H (-0.73448, 3.61538, 3.60837)  0.42
H (-0.29496, 3.71054, 1.13051)  0.48
H (0.52774, 1.68094, 0.00856)  0.32

Entry 6:
C16H17BrN2OS | ωB97M-V/def2-TZVPD

Properties
SMILES = CCc1c(Cc2ccccc2)n2c(nc1=O)SC[C@@H]2CBr
E_tot = -3776.78877 Ha
E_HOMO = -8.8 eV
LUMO = 0.0105 Eh

Each line ends with the Mulliken charge.
Positions of all 38 atoms, in Å:
C (2.41307, 1.99835, 2.46260)  -1.38
C (0.92950, 1.95685, 2.14262)  -0.67
C (0.13696, 0.68350, 2.08766)  0.89
C (-0.60682, 0.32602, 0.99492)  0.23
C (-0.81756, 1.21404, -0.19717)  -2.24
C (0.15476, 1.05903, -1.37805)  0.95
C (-0.26905, 1.13099, -2.66995)  -0.45
C (0.58441, 0.80824, -3.73262)  -0.53
C (1.83679, 0.41432, -3.58931)  -0.54
C (2.27555, 0.11267, -2.21413)  -0.68
C (1.45125, 0.54021, -1.15474)  -0.17
N (-1.41932, -0.84752, 1.07144)  -0.01
C (-1.32529, -1.66340, 2.21765)  0.36
N (-0.68363, -1.27398, 3.25220)  -0.59
C (0.08839, -0.17066, 3.21252)  0.82
O (0.65218, 0.19569, 4.25345)  -0.66
S (-2.35938, -3.05771, 2.10637)  -0.17
C (-2.84861, -2.71134, 0.37806)  -0.85
C (-1.96853, -1.58893, -0.13872)  -0.63
C (-0.89376, -2.23160, -0.97928)  -0.71
Br (-1.55327, -2.40790, -2.86512)  -0.13
H (3.06279, 1.39629, 1.83874)  0.31
H (2.65589, 3.09614, 2.32705)  0.37
H (2.71418, 1.74366, 3.45364)  0.38
H (0.54965, 2.66859, 2.96516)  0.35
H (0.82517, 2.49792, 1.21296)  0.16
H (-0.84272, 2.25909, 0.12881)  0.74
H (-1.87577, 1.24048, -0.56979)  0.72
H (-1.15072, 1.76858, -3.01604)  0.22
H (0.34631, 0.94669, -4.76956)  0.37
H (2.46753, 0.00810, -4.46166)  0.27
H (3.18563, -0.37483, -2.05119)  0.49
H (1.87104, 0.20709, -0.17406)  0.45
H (-2.75253, -3.58779, -0.21937)  0.47
H (-3.82640, -2.47594, 0.37048)  0.53
H (-2.42906, -0.91899, -0.93579)  0.53
H (0.06302, -1.71931, -0.77170)  0.34
H (-0.64165, -3.24265, -0.58807)  0.47

Max |F| (Eh/bohr)
0.103 0.147 0.007 0.098 0.027 0.112